1.
C9H7BCl3F3NO2 | ωB97M-V/def2-TZVPD

```
26
Properties=species:S:1:pos:R:3
Cl -1.3860 0.8440 3.6717
B 0.1848 0.3746 2.8375
Cl 1.7198 1.1393 3.7338
Cl 0.4757 -1.4862 2.7276
O 0.1248 0.9172 1.4725
C 0.8870 0.5752 0.4139
C 1.1579 1.7861 -0.4895
C 2.2933 1.8669 -1.3118
C 2.3986 2.9345 -2.2276
C 1.3666 3.8898 -2.2844
C 0.2155 3.7577 -1.5085
C 0.1394 2.7241 -0.5857
H 1.6630 -0.1793 0.6384
H 3.0907 1.0923 -1.2503
H 3.3288 3.0264 -2.8134
H 1.4287 4.6560 -3.0451
H -0.5863 4.4899 -1.5714
H -0.7349 2.6014 0.0464
H 1.1922 -0.4028 -1.5437
N 0.5329 -0.6379 -0.7102
C -0.6921 -0.9403 -1.2510
C -0.8833 -2.5097 -1.3250
F -0.2039 -3.0372 -2.4134
F -0.3733 -3.1050 -0.1888
F -2.1969 -2.8861 -1.4483
O -1.4780 -0.1769 -1.7748
```

The gap between HOMO and LUMO comes out at 0.3396 Ha. Its LUMO energy is 2.87 eV. The charge is -1. The calculation puts the largest force on an atom at 2.52 eV Å⁻¹.

Now the Mulliken charges, all in e:
1. Cl -0.3302
2. B 0.7665
3. Cl -0.3811
4. Cl -0.3222
5. O -0.6220
6. C -0.5173
7. C 0.3771
8. C -0.2353
9. C -0.5531
10. C -0.4050
11. C -0.6550
12. C -0.3049
13. H 0.4487
14. H 0.4009
15. H 0.3384
16. H 0.3549
17. H 0.3627
18. H 0.4286
19. H 0.2734
20. N -0.1754
21. C 0.2556
22. C 0.7904
23. F -0.2726
24. F -0.2148
25. F -0.2592
26. O -0.5488



2.
C4H11CdClNO | ωB97M-V/def2-TZVPD

```
19
Properties=species:S:1:pos:R:3
Cd 11.0391 -1.8798 2.6526
Cl 7.9760 -2.9555 -0.0490
C -0.2991 -1.1320 0.4808
C -0.1048 -0.0831 -0.6427
C -1.3033 1.0023 -0.6304
O -2.5211 0.2462 -0.4743
C -3.5928 1.0821 -0.0427
N 1.2149 0.5749 -0.5398
H -0.5895 -0.7257 1.4497
H 0.5644 -1.7941 0.5440
H -1.0876 -1.8090 0.1521
H -0.1385 -0.6475 -1.5746
H -1.3984 1.7305 -1.4359
H -1.1064 1.6159 0.2488
H -3.6847 1.9692 -0.6693
H -3.6893 1.3872 0.9992
H -4.4764 0.4586 -0.1791
H 1.9614 -0.0987 -0.6358
H 1.2362 1.0587 0.3465
```

The gap between HOMO and LUMO comes out at 0.0570 Ha. Its LUMO energy is -9.90 eV. The charge is +1. The calculation puts the largest force on an atom at 2.19 eV Å⁻¹.

Now the Mulliken charges, all in e:
1. Cd 0.8387
2. Cl -0.1019
3. C -1.2394
4. C 0.2494
5. C -0.6789
6. O -0.2880
7. C -0.7725
8. N -0.5480
9. H 0.2820
10. H 0.4197
11. H 0.3296
12. H 0.2879
13. H 0.4351
14. H 0.3385
15. H 0.3069
16. H 0.3137
17. H 0.2602
18. H 0.2860
19. H 0.2810



3.
C4H7NO | ωB97M-V/def2-TZVPD

```
13
Properties=species:S:1:pos:R:3
C 1.7406 -0.7311 1.3710
C -1.0190 -0.1828 -0.6945
C 1.9185 -2.0644 0.8951
C -1.6469 2.1150 -1.0303
N 1.5019 0.2848 1.8386
O -0.6922 0.9869 -1.0479
H -2.1955 -0.2423 -0.6780
H 3.0144 -2.1634 0.7073
H 1.3944 -2.1468 -0.0412
H 1.6802 -2.9231 1.6019
H -2.2835 2.0257 -0.1278
H -2.3778 1.9788 -1.9496
H -1.0351 3.0627 -0.8446
```

The gap between HOMO and LUMO comes out at 0.3416 Ha. Its LUMO energy is 0.81 eV. The calculation puts the largest force on an atom at 2.64 eV Å⁻¹.

Now the Mulliken charges, all in e:
1. C 0.3463
2. C -0.2170
3. C -0.7330
4. C -0.6401
5. N -0.3954
6. O -0.1532
7. H 0.1336
8. H 0.2539
9. H 0.2728
10. H 0.2646
11. H 0.3282
12. H 0.2954
13. H 0.2439



4.
C5H9NO2 | ωB97M-V/def2-TZVPD

```
17
Properties=species:S:1:pos:R:3
C -2.5143 -0.8059 0.2960
C -0.2825 0.0183 -0.3878
C -0.3379 1.2895 0.2734
C 0.7717 -0.8632 -0.4717
C 2.1218 -0.6134 -0.0312
H -2.8501 0.3286 1.2415
H -3.2174 -0.9581 -0.9675
H -2.6582 -2.3012 1.1259
H -1.0414 1.8933 -0.7645
H -1.2039 1.3643 0.9700
H 0.4939 1.7836 0.9370
H 0.5640 -1.8759 -0.5711
H 3.7718 0.9571 0.0404
H 2.2352 1.2899 -0.9426
N 2.7236 0.7462 -0.2988
O -1.4156 -0.6385 -0.7577
O 2.8395 -1.6145 0.3088
```

The gap between HOMO and LUMO comes out at 0.3181 Ha. Its LUMO energy is -0.45 eV. The calculation puts the largest force on an atom at 5.56 eV Å⁻¹.

Now the Mulliken charges, all in e:
1. C -0.6370
2. C 0.5427
3. C -0.9272
4. C -0.3900
5. C 0.3102
6. H 0.2509
7. H 0.2587
8. H 0.2361
9. H 0.2526
10. H 0.1758
11. H 0.3625
12. H 0.4571
13. H 0.2440
14. H 0.2200
15. N -0.4650
16. O -0.2885
17. O -0.6029



5.
C44H47CuN7OS2Si | ωB97M-V/def2-TZVPD

```
103
Properties=species:S:1:pos:R:3
Cu 0.3885 -0.0819 0.2268
C -4.2160 -1.3297 1.9933
C -3.9915 -2.4186 3.0172
C -4.9102 -2.5984 4.0521
C -4.7658 -3.6031 4.9972
C -3.6796 -4.4637 4.9208
C -2.7389 -4.2894 3.9176
C -2.8827 -3.2747 2.9722
N -1.8984 -3.1402 1.9581
C -1.0809 -2.0292 1.7656
N -1.2318 -1.0620 2.7019
C -0.6381 0.2417 2.8942
C 0.1944 0.8420 1.9437
C 0.7763 2.0492 2.3551
C 0.5244 2.6374 3.5884
C -0.3635 2.0254 4.4688
C -0.9568 0.8143 4.1387
C -1.9197 0.1525 5.1019
N -0.2429 -1.9769 0.7743
C -0.2641 -2.9645 -0.2356
C -1.3910 -3.1879 -1.0323
C -1.3369 -4.0491 -2.1198
C -0.1479 -4.7031 -2.4265
C 0.9715 -4.4805 -1.6342
C 0.9367 -3.6127 -0.5403
C 2.1666 -3.3215 0.2805
H -5.2803 -1.2342 1.7760
H -3.6894 -1.5407 1.0626
H -3.8600 -0.3601 2.3537
H -5.7718 -1.9416 4.0957
H -5.5020 -3.7187 5.7868
H -3.5517 -5.2560 5.6495
H -1.8733 -4.9428 3.8577
H -1.5532 -3.9837 1.5328
H -1.8113 -1.3553 3.4667
H 1.4665 2.5503 1.6787
H 1.0117 3.5681 3.8690
H -0.5956 2.4871 5.4232
H -2.0042 0.7427 6.0139
H -1.5973 -0.8534 5.4019
H -2.9261 0.0604 4.6771
H -2.3068 -2.6515 -0.8029
H -2.2127 -4.1871 -2.7439
H -0.0905 -5.3711 -3.2800
H 1.9054 -4.9822 -1.8720
H 2.9883 -3.9771 -0.0102
H 1.9760 -3.4507 1.3496
H 2.4842 -2.2809 0.1539
C 2.8788 -1.0050 3.4473
C 3.7872 -0.7242 2.2850
N 3.4371 -0.2238 1.1385
C 4.5243 -0.1065 0.2827
C 5.7053 -0.5365 0.7937
S 5.4830 -1.0875 2.3901
C 4.3555 0.4646 -1.0749
C 5.3181 0.5221 -2.0316
S 4.7144 1.3009 -3.4262
C 3.1843 1.5234 -2.6445
N 3.1454 1.0260 -1.4445
C 2.0596 2.2574 -3.3186
H 1.8457 -0.9276 3.1167
H 3.0336 -0.2722 4.2426
H 3.0690 -2.0000 3.8563
H 6.6838 -0.5371 0.3312
H 6.3373 0.1601 -1.9956
H 2.3627 3.2791 -3.5643
H 1.2036 2.3028 -2.6446
H 1.7604 1.7686 -4.2493
C 1.4108 3.6953 -0.8278
Si -0.3877 3.5571 -1.3203
C -1.5496 3.4908 0.1346
C -0.8351 4.9340 -2.5013
C -2.0169 5.6733 -2.3518
C -2.3253 6.7254 -3.2094
C -1.4565 7.0609 -4.2388
C -0.2855 6.3313 -4.4155
C 0.0156 5.2789 -3.5596
H 1.4948 4.3388 0.0601
H 2.0006 4.1504 -1.6319
H 1.8346 2.7143 -0.5855
H -1.4461 4.3953 0.7525
H -1.2927 2.6290 0.7598
H -2.5982 3.4053 -0.1777
H -2.7051 5.4274 -1.5461
H -3.2426 7.2855 -3.0710
H -1.6879 7.8875 -4.9007
H 0.3938 6.5856 -5.2211
H 0.9297 4.7095 -3.7221
N 2.5701 -2.1625 -4.4518
C 1.2253 -2.2418 -4.6534
O 0.7325 -2.9362 -5.5215
C 0.3699 -1.3927 -3.7546
C -0.8932 -1.0254 -4.1799
C -1.6653 -0.2274 -3.3538
C -1.1432 0.1799 -2.1331
N 0.0683 -0.1823 -1.7103
C 0.7930 -0.9641 -2.5122
H 3.1652 -2.7236 -5.0330
H 2.9845 -1.5587 -3.7637
H -1.2453 -1.3763 -5.1448
H -2.6600 0.0923 -3.6472
H -1.7071 0.8190 -1.4622
H 1.7581 -1.2573 -2.1146
```

As for the spin multiplicity: 2. The gap between HOMO and LUMO (spin up / spin down) comes out at 0.2450 / 0.2316 Ha. Its LUMO energy (spin up / spin down) is 0.41 / -0.14 eV. The calculation puts the largest force on an atom at 0.75 eV Å⁻¹. As for the expectation value of S²: 0.754.

Mulliken atomic charge list, values in e, 99 entries:
1. Cu -0.8645
2. C -0.9219
3. C 1.3378
4. C -0.7240
5. C -0.6667
6. C -0.6275
7. C -0.8105
8. C -0.1306
9. N 0.4558
10. C -0.3766
11. N 0.5369
12. C 1.2222
13. C -2.0356
14. C 1.5238
15. C -1.3663
16. C -1.0802
17. C 1.2331
18. C -1.3971
19. N 0.7777
20. C -1.4918
21. C 0.8292
22. C -0.9992
23. C -0.7675
24. C -0.9867
25. C 1.0395
26. C -1.2280
27. H 0.5709
28. H -0.1540
29. H 0.2162
30. H 0.4320
31. H 0.4010
32. H 0.3880
33. H 0.4414
34. H 0.3750
35. H -0.3915
36. H 0.3797
37. H 0.4274
38. H 0.3262
39. H 0.4066
40. H 0.3332
41. H 0.2489
42. H 0.3708
43. H 0.4133
44. H 0.4172
45. H 0.3895
46. H 0.4733
47. H 0.2745
48. H 0.0008
49. C -0.8231
50. C 0.3930
51. N 0.3921
52. C -0.0994
53. C -0.5866
54. S -0.2743
55. C -0.0222
56. C -0.6297
57. S -0.2670
58. C 0.6608
59. N 0.0156
60. C -1.2085
61. H -0.2382
62. H 0.4221
63. H 0.4744
64. H 0.4063
65. H 0.4357
66. H 0.6828
67. H -0.6227
68. H 0.5041
69. C -0.1210
70. Si 0.3293
71. C -0.4584
72. C 0.6123
73. C -0.5330
74. C -0.5651
75. C -0.4597
76. C -0.6453
77. C -0.1317
78. H 0.5186
79. H 0.4859
80. H -0.6500
81. H 0.4617
82. H -0.5002
83. H 0.3756
84. H 0.2507
85. H 0.3915
86. H 0.3550
87. H 0.3809
88. H 0.1770
89. N -0.2091
90. C 0.1663
91. O -0.6764
92. C 0.5351
93. C -0.7453
94. C -1.3776
95. C -0.6130
96. N 1.8141
97. C 0.0337
98. H 0.2565
99. H 0.0947



6.
C10H17BN2O2 | ωB97M-V/def2-TZVPD

```
32
Properties=species:S:1:pos:R:3
B -0.3581 -0.1206 1.0340
C -4.6432 0.0579 -0.8930
C -4.0295 -0.8641 -0.1046
C -3.2324 1.1646 0.1601
C 1.6927 -0.6016 0.3429
C 1.2158 0.7037 -0.4111
C 2.1906 -1.7541 -0.5405
C 2.8605 -0.5102 1.4067
C 1.0013 0.4709 -1.8584
C 2.2069 1.9987 -0.2475
C -2.1401 -0.5253 1.5647
N -4.1435 1.3181 -0.7508
N -3.0793 -0.0886 0.5740
O 0.5639 -1.0866 1.0767
O -0.0645 1.0006 0.3375
H -5.4437 -0.0270 -1.6108
H -4.0932 -1.9461 -0.0428
H -2.4784 1.9382 0.3165
H 2.8844 -1.5274 -1.3803
H 1.3808 -2.2635 -0.9785
H 2.6009 -2.4129 0.1473
H 3.7109 -0.1710 0.8524
H 3.1537 -1.3794 1.9731
H 2.6260 0.2183 2.2073
H 1.9628 0.0209 -2.3037
H 0.9902 1.4593 -2.3586
H 0.1433 -0.0879 -2.1639
H 1.8105 2.5482 0.6783
H 2.1112 2.6284 -1.0781
H 3.2227 1.5478 -0.0944
H -2.2745 -0.1415 2.5597
H -2.3488 -1.5676 1.5861
```

The gap between HOMO and LUMO comes out at 0.3303 Ha. Its LUMO energy is 0.51 eV. The calculation puts the largest force on an atom at 4.53 eV Å⁻¹. Its SMILES is CC1(C)OB(Cn2ccnc2)OC1(C)C.

Now the Mulliken charges, all in e:
1. B 0.8011
2. C -0.4980
3. C -0.1844
4. C -0.1237
5. C 1.2119
6. C 1.6124
7. C -1.9429
8. C -1.8054
9. C -1.7675
10. C -1.3725
11. C -0.6545
12. N -0.6422
13. N 0.1128
14. O -0.5249
15. O -0.5618
16. H 0.4257
17. H 0.3499
18. H 0.3825
19. H 0.2928
20. H 0.4474
21. H 0.5297
22. H 0.4485
23. H 0.4357
24. H 0.3531
25. H 0.3474
26. H 0.4554
27. H 0.3055
28. H 0.2951
29. H 0.4229
30. H 0.2949
31. H 0.2379
32. H 0.3153



7.
C3H6N2O2 | ωB97M-V/def2-TZVPD

```
13
Properties=species:S:1:pos:R:3
C -1.5091 1.9973 0.1503
N 1.0367 -2.2355 -0.7378
C 2.2865 -2.0607 -0.2613
C -0.7184 0.7879 -0.2094
O 1.4702 -2.8849 0.5170
N -0.1836 -0.0398 0.5720
O 3.3823 -1.7040 -0.4651
H -0.7771 0.4555 -1.2544
H 0.3785 -1.4374 -0.5694
H -0.2134 0.2096 1.5611
H -1.2069 2.8416 -0.4682
H -2.5674 1.8157 -0.0355
H -1.3783 2.2549 1.2007
```

The gap between HOMO and LUMO comes out at 0.3888 Ha. Its LUMO energy is 0.70 eV. The calculation puts the largest force on an atom at 2.67 eV Å⁻¹. Its SMILES is [H]/N=C\C.O=C1NO1.

Now the Mulliken charges, all in e:
1. C -1.0245
2. N -0.4507
3. C 0.7991
4. C 0.2727
5. O -0.3265
6. N -0.5564
7. O -0.4452
8. H 0.2642
9. H 0.4257
10. H 0.1755
11. H 0.2867
12. H 0.2784
13. H 0.3010



8.
C2H7OS2 | ωB97M-V/def2-TZVPD

```
12
Properties=species:S:1:pos:R:3
C -2.4355 1.2378 0.3094
O -3.6128 1.5036 0.1597
H -1.7676 0.9085 -0.4989
H 4.9573 2.4177 -5.7755
H -1.9382 1.5613 1.2438
C 2.6981 -0.5199 -0.2537
S 1.0791 0.1218 0.3492
S -0.2831 -1.3584 0.3405
H 3.4046 0.3055 -0.3360
H 2.9815 -1.4004 0.3248
H 2.4698 -0.9889 -1.2270
H 5.2761 2.2303 -6.4438
```

As for the spin multiplicity: 2. The gap between HOMO and LUMO (spin up / spin down) comes out at 0.0675 / 0.2002 Ha. Its LUMO energy (spin up / spin down) is 5.65 / 5.67 eV. The charge is -2. The calculation puts the largest force on an atom at 2.13 eV Å⁻¹. As for the expectation value of S²: 0.751.

Now the Mulliken charges, all in e:
1. C -0.1118
2. O -0.4417
3. H 0.1727
4. H -0.1421
5. H 0.2252
6. C -1.0661
7. S -0.4363
8. S -0.8782
9. H 0.4480
10. H 0.2387
11. H 0.2245
12. H -0.2329



E_tot / Eh: -2257.636539, -916.416048, -286.448491, -400.800381, -4889.797424, -676.109964, -377.788266, -951.851587